30
Properties=species:S:1:pos:R:3:forces:R:3:lowdin_charge:R:1 method="wB97M-V/def2-TZVPD" smiles="Cc1cccc(C)c1C(=[NH2+])N(C)C" e_lumo_ev=-2.89 total_charge=+1 homo_lumo_gap_ev=9.6 homo_energy_ev=-12.449
C 3.50357 -0.15475 -0.20194 0.4591 1.9668 -0.4232 -0.04
C 2.90116 1.12225 -0.02537 0.1685 -1.0267 -0.2859 0.00
C 2.69642 -1.26496 -0.26790 0.7904 -1.3848 0.4480 -0.05
C 0.80828 0.09562 0.06584 -4.0535 -0.8718 1.6129 -0.01
C 1.50528 1.26191 0.17220 1.5224 -0.3237 -1.7435 -0.28
C 1.34438 -1.17747 -0.07075 -1.1786 0.0265 0.7419 -0.25
C -0.97831 0.18333 0.55946 2.5951 -0.6941 -0.3166 -0.14
C 0.76207 2.52228 0.24088 -0.4603 2.1712 2.6207 -0.04
C 0.49848 -2.41150 0.09356 1.8633 -1.0135 -1.7761 -0.02
C -1.68531 -0.30636 -1.63126 3.7042 1.5063 -3.2707 -0.05
C -3.39082 0.07214 0.01073 -1.2425 -1.7557 1.0440 -0.01
N -1.97463 0.02557 -0.31025 1.4711 0.4750 2.8168 -0.17
N -1.14521 0.27932 1.89091 0.5809 0.2663 -1.4723 0.22
H 4.61179 -0.20331 -0.36716 -1.2905 -0.0532 0.2390 0.13
H 3.53270 1.98650 -0.17036 -0.0662 0.2207 0.3829 0.12
H 3.09505 -2.28774 -0.33923 0.1032 0.6370 -0.1280 0.13
H 0.85544 3.29151 -0.54571 0.2459 -0.7672 0.0453 0.10
H -0.31646 2.24548 0.34838 0.8188 0.8512 -0.0868 0.07
H 1.10408 3.07740 1.22361 -0.8959 -0.8597 -1.7513 0.14
H -0.24291 -2.38154 -0.66857 -0.8145 -0.2906 -0.5768 0.04
H 1.11836 -3.33595 -0.12295 -0.7160 1.0700 0.3869 0.12
H 0.00483 -2.54543 1.01241 -0.3843 0.1170 1.4001 0.07
H -1.16279 -1.29010 -1.89957 -0.8476 1.4448 0.8241 0.12
H -2.62776 -0.24687 -2.05296 -1.2976 -0.2929 -1.8604 0.05
H -1.04777 0.61115 -2.07190 -1.2114 -2.2914 0.5492 0.17
H -3.74485 0.93448 0.57055 0.4593 0.3061 -0.0709 0.10
H -4.06026 -0.06832 -0.88479 1.0800 0.2931 0.9093 0.12
H -3.54237 -0.82399 0.65611 -0.4969 0.5296 -0.2968 0.12
H -0.38597 0.62406 2.47221 -0.1829 -0.3551 -0.3070 0.14
H -2.03650 0.16525 2.31378 -0.7234 0.0991 0.3449 0.11

=====

81
Properties=species:S:1:pos:R:3:forces:R:3:lowdin_charge:R:1 method="wB97M-V/def2-TZVPD" e_lumo_ev="-6.77 / -6.77" total_charge=+1 homo_lumo_gap_ev="3.6 / 3.6" homo_energy_ev="-10.369 / -10.369"
In -2.01207 -0.46427 -1.29392 0.2807 -0.0840 -0.3302 1.07
C -1.47183 -2.51507 2.74103 1.7944 4.2716 4.2325 -0.12
C -1.74635 -1.18255 3.15712 2.8335 -3.8299 0.9478 -0.17
C -3.22194 -1.72171 1.48170 0.5189 -1.3582 -0.4489 -0.25
C -2.37566 -2.84700 1.69810 -4.0953 1.1069 -3.0815 -0.07
C -2.81067 -0.68156 2.36633 -1.8166 -0.2907 -1.4982 -0.07
C -0.55247 -3.46190 3.40536 0.3595 -0.1032 -0.1562 0.00
H 0.33549 -2.95118 3.79272 -0.1825 -0.0707 -0.0184 0.09
H -0.22261 -4.24487 2.71472 -0.0152 0.1085 0.1870 0.09
H -1.04686 -3.95250 4.25913 0.0480 0.0739 -0.1923 0.12
C -2.50922 -4.16545 1.04355 0.6711 -0.0873 0.4420 0.05
H -1.69115 -4.83259 1.34858 -0.3553 0.1366 -0.0963 0.09
H -2.46977 -4.09587 -0.05236 -0.2276 0.2306 0.0112 0.10
H -3.46467 -4.62754 1.34505 0.1112 0.1719 -0.2249 0.13
C -4.42011 -1.68934 0.60901 -0.7058 -0.1057 -0.3498 -0.08
H -5.27188 -2.19101 1.10478 0.2156 0.2514 -0.2221 0.11
H -4.26743 -2.20847 -0.34773 0.0360 0.0142 0.2137 0.06
H -4.71926 -0.65991 0.36539 0.0038 -0.3264 0.1114 0.07
C -3.45301 0.64686 2.49300 0.5879 0.1386 -0.3754 0.04
H -4.25944 0.61938 3.24643 0.1661 -0.1761 -0.1431 0.14
H -3.88029 0.98576 1.53872 -0.0378 -0.2770 0.3048 0.10
H -2.73065 1.40630 2.82209 -0.1535 -0.2698 0.0952 0.10
C -1.15021 -0.48620 4.32058 0.3163 0.3097 0.1871 -0.02
H -1.84732 -0.43852 5.17859 0.2527 -0.0170 -0.3361 0.11
H -0.87591 0.54534 4.05062 -0.0192 -0.2436 0.2072 0.09
H -0.24163 -1.00883 4.64719 -0.2753 0.2402 0.0066 0.08
C 1.52924 -1.15144 -0.51687 -0.3387 -0.7087 0.3183 -0.11
C 1.60657 -1.28192 0.81341 -0.3530 -0.1961 -0.4342 -0.11
C 1.94345 -0.22170 1.80175 0.4714 0.6571 0.3801 -0.18
C 1.76694 1.24648 1.32722 0.7044 -0.7883 0.4447 -0.22
C 0.38424 1.57815 0.90696 -0.5752 -0.0174 -0.8785 -0.10
C 0.03196 1.62129 -0.39289 0.1303 0.5695 1.0796 -0.23
C 0.90063 1.19111 -1.53007 0.6186 -0.0155 -0.4618 -0.21
C 1.93161 0.02773 -1.33727 -0.0074 0.5457 -0.8210 -0.19
H 3.00465 -0.33551 2.09430 -0.3582 -0.0439 0.1272 0.12
H 2.47752 1.45202 0.50738 -0.6043 0.0408 0.7835 0.00
H 1.33795 -0.38049 2.71373 0.2505 -0.0108 -0.2196 0.09
H 2.90284 0.44214 -1.02049 -0.4315 -0.2212 -0.0438 0.08
H 1.17884 -2.00419 -1.11338 0.2144 0.1278 0.4048 0.10
H 1.42688 -2.25965 1.27106 -0.1658 0.1078 -0.3256 0.10
H 2.08917 -0.34922 -2.36109 0.1483 0.1294 0.3207 0.12
H 0.22371 0.91273 -2.35768 0.2864 0.1294 0.0280 0.08
H -0.90231 2.11606 -0.68484 0.1303 -0.4127 0.2339 0.07
H 1.51477 2.04134 -1.89285 -0.5324 -0.1742 0.0263 0.11
H 2.06558 1.89163 2.17310 -0.1261 -0.1181 -0.3558 0.12
H -0.35304 1.78905 1.69217 0.2084 0.2886 -0.3137 0.10
P 4.05256 3.11730 -0.50310 0.5717 0.5803 -0.6699 0.82
C 5.17370 2.23361 -1.68013 0.0343 -0.0674 0.1663 -0.31
C 5.31025 3.76387 0.68419 -0.0450 -0.2182 0.0980 -0.30
P 2.22081 5.55168 -1.00100 0.5475 0.1961 -0.3743 0.78
C 3.78377 4.65910 -1.51449 -0.1345 -0.0233 0.2039 -0.60
C 2.99444 6.89599 0.00725 -0.2547 -0.0712 0.1000 -0.33
C 1.97145 6.50771 -2.56376 -0.1991 -0.0266 0.1080 -0.33
H 4.60114 1.95544 -2.57576 0.1784 0.0333 0.1994 0.03
H 5.53438 1.31415 -1.19869 0.0122 0.1792 -0.2069 0.04
H 6.03011 2.85876 -1.97074 -0.1954 -0.2008 0.0296 0.04
H 6.17435 4.19984 0.16214 -0.2313 -0.0748 0.1651 0.04
H 5.64589 2.92208 1.30523 0.0254 0.2824 -0.0552 0.03
H 4.84982 4.51538 1.33962 0.1640 -0.1879 -0.1410 0.02
H 2.84832 7.11729 -2.81979 -0.2029 -0.1392 0.0223 0.04
H 1.09350 7.15395 -2.43603 0.2184 -0.0661 -0.1495 0.03
H 1.76455 5.79704 -3.37408 0.0109 0.2295 0.1152 0.03
H 3.66656 4.35977 -2.57202 0.0749 0.1141 0.4062 0.04
H 4.65794 5.33150 -1.41101 -0.3225 -0.2872 -0.2877 0.05
H 2.20478 7.60899 0.27832 0.2590 -0.0832 0.0168 0.03
H 3.78281 7.41733 -0.55173 -0.1492 -0.1173 0.1560 0.04
H 3.40677 6.46975 0.93055 -0.0659 0.1808 -0.1712 0.02
Br -0.40323 -5.17290 -3.04527 0.0752 -0.1971 -0.1491 0.84
C -2.28045 -5.06668 -2.93491 -1.0550 0.1616 0.5210 -0.62
C -3.00777 -6.21339 -2.62502 -0.1202 0.3701 -0.0192 -0.12
C -4.39236 -6.12535 -2.42583 0.2293 -0.0392 -0.2393 -0.08
C -5.07769 -4.93180 -2.67378 0.1799 0.0671 0.1939 -0.07
C -4.34865 -3.77381 -2.97994 0.3275 -0.4104 -0.1095 -0.03
C -2.94567 -3.83114 -3.03397 0.2280 -0.5077 0.3134 -0.19
C -2.10201 -2.59370 -2.93820 0.8822 0.2728 -0.5402 -0.72
O -2.12407 -1.71205 -3.81223 -0.2015 -0.3396 1.4221 0.00
O -1.36166 -2.54814 -1.83811 -1.3354 0.6872 -0.7938 -0.29
H -2.46362 -7.14274 -2.50447 -0.2183 -0.0339 0.0287 0.10
H -4.91743 -7.01746 -2.08673 -0.0107 0.2249 -0.2363 0.11
H -6.17073 -4.89394 -2.57779 0.5545 0.0019 -0.0902 0.11
H -4.85682 -2.83032 -3.18812 0.1862 -0.1943 0.2008 0.13

=====

Max |F| per entry: 5.166 6.275 eV Å⁻¹